Entry 1:
The following is a quantum chemistry calculation of the molecule C6H8FN, from the Open Molecules 2025 dataset.

- relative energy (zero: lowest compared OMol25 entry of this formula, charge and spin) (kJ/mol) = 510.5
- orbital gap (eV) = 10.22
- F_max (eV/A) = 6.39
- multiplicity = 1
- HOMO energy (eV) = -9.18
- net charge = 0

The geometry in XYZ format:
```
16
C6H8FN, DFT the ωB97M-V functional and the def2-TZVPD basis
C -1.4195 -1.3246 -0.0966
N -0.0340 -1.0591 0.0044
C 0.2658 -0.0655 1.0981
C -0.2503 1.3340 0.6029
C -0.2552 1.2346 -0.7424
C 0.5048 0.0007 -0.9958
C 1.6747 0.1737 0.1063
F 2.7656 -0.6952 0.0390
H -1.8334 -0.2498 -0.3434
H -1.6078 -1.5733 1.0974
H -1.7368 -2.2447 -0.8382
H 0.0229 -0.3489 2.1225
H -0.5885 2.1999 1.2730
H -0.6582 2.0302 -1.3925
H 1.1515 -0.5834 -1.8713
H 1.9986 1.1715 -0.0635
```

Entry 2:
The following is a quantum chemistry calculation of a structure of composition C6H8HgNaO6, from the Open Molecules 2025 dataset.

- relative energy (zero: lowest compared OMol25 entry of this formula, charge and spin) (kJ/mol) = 428.5
- orbital gap (alpha / beta) (eV) = 4.22 / 6.41
- F_max (eV/A) = 8.36
- multiplicity = 2
- HOMO energy (alpha / beta) (eV) = -5.43 / -7.78
- <S²> = 0.754
- net charge = 0

The geometry in XYZ format:
```
22
C6H8HgNaO6, DFT the ωB97M-V functional and the def2-TZVPD basis
O -1.9845 -0.8328 0.2224
C -0.9660 -0.5826 -0.5918
C -2.5359 0.2407 1.0404
O -0.0591 0.1446 0.0671
O -2.1366 1.7235 -0.7946
C -3.0906 1.3350 0.1224
H -1.7520 0.6457 1.6935
H -3.3405 -0.2398 1.6112
H -3.5375 2.0920 0.8037
H -3.9734 0.9024 -0.3989
O 1.6194 -0.4883 -1.5215
C 1.3353 0.3532 -0.4567
C 2.1821 -1.7086 -1.0564
O 1.4438 1.6176 -0.6906
O 2.1671 -0.0927 0.6033
C 2.3794 -1.4908 0.4493
H 3.1321 -1.8696 -1.5816
H 1.4972 -2.5400 -1.2648
H 3.3970 -1.7118 0.7898
H 1.6363 -2.0457 1.0391
Hg -0.5103 2.5088 -0.8367
Na 3.0967 2.0390 0.7514
```

Entry 3:
The following is a quantum chemistry calculation of a structure of composition C6H8HoLiO6, from the Open Molecules 2025 dataset.

- relative energy (zero: lowest compared OMol25 entry of this formula, charge and spin) (kJ/mol) = 0.0
- orbital gap (alpha / beta) (eV) = 6.40 / 6.63
- F_max (eV/A) = 3.40
- multiplicity = 6
- HOMO energy (alpha / beta) (eV) = -10.56 / -11.49
- <S²> = 8.754
- net charge = +1

The geometry in XYZ format:
```
22
C6H8HoLiO6, DFT the ωB97M-V functional and the def2-TZVPD basis
O 0.3684 0.4152 -1.0979
O -2.0790 0.6067 0.7164
C -0.3360 -0.4944 -1.9180
C -1.8372 -0.5466 -1.6938
O -2.2467 -1.2300 -0.4997
C -2.4394 -0.6012 0.6973
H 0.0895 -1.5031 -1.7812
H -0.2105 -0.2786 -2.9943
H -2.2846 -1.1200 -2.5162
H -2.2654 0.4671 -1.7227
O 1.3742 -0.0042 1.3616
C 0.8211 -1.1418 2.0434
C 0.8368 -2.2238 0.9647
O 1.7954 -1.7236 0.0223
C 1.9433 -0.4090 0.1889
H 1.4628 -1.3752 2.9002
H -0.1904 -0.8921 2.3807
H -0.1325 -2.3195 0.4586
H 1.1798 -3.1974 1.3255
O 2.8657 0.2173 -0.3372
Li 2.0213 1.1087 -1.7934
Ho -0.6297 2.0332 0.1831
```

Entry 4:
The following is a quantum chemistry calculation of the molecule C6H8INO2, from the Open Molecules 2025 dataset.

- relative energy (zero: lowest compared OMol25 entry of this formula, charge and spin) (kJ/mol) = 132.9
- orbital gap (eV) = 7.97
- F_max (eV/A) = 3.98
- multiplicity = 1
- HOMO energy (eV) = -8.29
- net charge = 0

The geometry in XYZ format:
```
18
C6H8INO2, DFT the ωB97M-V functional and the def2-TZVPD basis
C -0.5802 2.1335 -0.2282
C 1.4502 -0.4101 -0.0070
C -0.6228 -1.0973 0.9793
C -0.4650 0.9586 -1.1257
C 0.4197 -0.2671 -1.1037
C -0.7487 -1.0326 -0.4694
N 0.7314 -0.4979 1.2187
O 0.1285 2.1475 0.8627
O -1.4649 2.9635 -0.4639
I -2.3664 -1.8423 -1.4635
H 2.1418 -1.1756 -0.1426
H 2.2293 0.3422 0.2257
H -1.4363 -0.5596 1.5095
H -0.7515 -2.1752 1.3589
H -1.0555 0.9237 -2.0957
H 0.8184 -0.5403 -2.0510
H 1.1355 -1.0717 1.9781
H 0.4365 1.2006 1.0178
```

Entry 5:
The following is a quantum chemistry calculation of a structure of composition C6H8InLiO6, from the Open Molecules 2025 dataset.

- relative energy (zero: lowest compared OMol25 entry of this formula, charge and spin) (kJ/mol) = 193.1
- orbital gap (eV) = 6.10
- F_max (eV/A) = 5.24
- multiplicity = 1
- HOMO energy (eV) = -7.05
- net charge = 0

The geometry in XYZ format:
```
22
C6H8InLiO6, DFT the ωB97M-V functional and the def2-TZVPD basis
Li -1.7406 1.9316 0.4754
O -1.0877 0.0935 0.3020
O -0.3963 1.6928 -1.1046
C 0.7986 2.4302 -1.2890
C 1.7830 1.8291 -0.2776
O 1.1190 0.7008 0.2545
C -0.0408 0.3976 -0.5601
H 1.1542 2.3144 -2.3229
H 0.5865 3.4833 -1.0665
H 1.9891 2.5337 0.5410
H 2.7217 1.5140 -0.7530
In -0.0492 0.5612 2.1962
O 0.6735 -1.2987 2.4028
O 0.1299 -0.6098 -1.3729
C -1.3775 -1.5403 -0.5281
C -0.9572 -2.4396 0.6340
O 0.4241 -2.7733 0.7620
C 1.2115 -2.2285 1.7525
H -2.3326 -2.0852 -0.6958
H -1.7791 -1.0899 -1.4496
H -1.4904 -3.3958 0.5278
H -1.3399 -2.0211 1.5719
```

Entry 6:
The following is a quantum chemistry calculation of a structure of composition C6H8KMgO6, from the Open Molecules 2025 dataset.

- relative energy (zero: lowest compared OMol25 entry of this formula, charge and spin) (kJ/mol) = 553.3
- orbital gap (alpha / beta) (eV) = 5.73 / 5.73
- F_max (eV/A) = 6.11
- multiplicity = 1
- HOMO energy (alpha / beta) (eV) = -10.39 / -10.39
- net charge = +1

The geometry in XYZ format:
```
22
C6H8KMgO6, DFT the ωB97M-V functional and the def2-TZVPD basis
O -1.3305 1.6004 0.5065
C -0.6186 -1.4554 0.3851
C -2.3352 1.1935 -0.3746
O -0.9058 -1.2468 1.5700
O -1.4462 -1.0693 -0.5915
C -2.6159 -0.2970 -0.2648
H -2.0670 1.4202 -1.4220
H -3.2845 1.7202 -0.1712
H -3.3839 -0.5916 -0.9891
H -2.9666 -0.5389 0.7482
K -1.2891 0.8373 2.7186
O 2.5544 0.7510 0.2925
C 1.7565 0.3617 1.3269
C 3.0330 -0.3461 -0.5127
O 1.1706 1.3134 1.8683
O 0.9294 -0.9181 0.0611
C 1.8118 -1.1015 -1.0429
H 3.6039 -0.9853 0.1711
H 3.6245 0.0719 -1.3328
H 1.9981 -2.1758 -1.1310
H 1.3423 -0.7090 -1.9482
Mg 0.4189 2.1649 0.1325
```

Entry 7:
The following is a quantum chemistry calculation of the ion C6H8N with charge +1, from the Open Molecules 2025 dataset.

- relative energy (zero: lowest compared OMol25 entry of this formula, charge and spin) (kJ/mol) = 482.3
- orbital gap (eV) = 8.85
- F_max (eV/A) = 3.50
- multiplicity = 1
- HOMO energy (eV) = -13.92
- net charge = +1

The geometry in XYZ format:
```
15
C6H8N, DFT the ωB97M-V functional and the def2-TZVPD basis
C 2.6533 -1.2932 -0.4901
C 2.1619 -0.2611 -0.0784
C 1.2378 0.6680 0.5874
C 0.0994 1.1168 -0.2985
C -0.6585 -0.1343 -0.6759
N -1.6462 -0.5590 -0.0494
C -2.7467 -0.5363 0.5262
H 3.1708 -2.1557 -0.8042
H 1.6470 1.6442 0.7860
H 0.7939 0.3076 1.4369
H 0.3824 1.6324 -1.1872
H -0.4535 1.8434 0.1661
H -0.1694 -0.7457 -1.3343
H -2.8121 -1.1426 1.5083
H -3.6602 -0.3845 -0.0929
```

Entry 8:
The following is a quantum chemistry calculation of the ion C6H8N with charge +1, from the Open Molecules 2025 dataset.

- relative energy (zero: lowest compared OMol25 entry of this formula, charge and spin) (kJ/mol) = 430.0
- orbital gap (alpha / beta) (eV) = 7.76 / 7.76
- F_max (eV/A) = 4.32
- multiplicity = 1
- HOMO energy (alpha / beta) (eV) = -13.39 / -13.39
- net charge = +1

The geometry in XYZ format:
```
15
C6H8N, DFT the ωB97M-V functional and the def2-TZVPD basis
C 3.6374 -0.1686 0.2282
C 2.4573 0.0863 -0.2614
C 1.2627 -0.3377 0.3105
C 0.0320 0.0274 -0.0386
N -1.0959 0.2194 -0.5318
C -2.3361 0.5903 -0.6457
C -3.2921 0.0125 0.3061
H 3.9812 -0.8342 1.0600
H 4.5912 0.0928 -0.2370
H 2.4451 0.3943 -1.2802
H 1.2652 -0.8412 1.2482
H -2.4913 1.2037 -1.5731
H -4.3086 0.3044 -0.0817
H -3.0257 -1.1080 0.1393
H -3.1221 0.3585 1.3572
```

Entry 9:
The following is a quantum chemistry calculation of the ion C6H8N with charge +1, from the Open Molecules 2025 dataset.

- relative energy (zero: lowest compared OMol25 entry of this formula, charge and spin) (kJ/mol) = 626.7
- orbital gap (eV) = 8.78
- F_max (eV/A) = 3.75
- multiplicity = 1
- HOMO energy (eV) = -12.82
- net charge = +1

The geometry in XYZ format:
```
15
C6H8N, DFT the ωB97M-V functional and the def2-TZVPD basis
C -2.9620 -1.1600 -0.1243
C -1.7860 -0.5693 -0.1351
C -0.6583 0.1030 0.1734
C 0.2263 1.4407 0.3574
C 1.1209 0.8849 1.3383
C 0.8050 0.0547 0.0620
N 1.6475 -0.4327 -0.9766
H -3.5340 -1.1497 -1.1594
H -3.5281 -1.5483 0.6976
H 0.3174 2.3986 -0.1036
H 2.0937 1.4968 1.3925
H 0.6856 0.4301 2.2765
H 1.1140 -0.5073 -1.9043
H 1.8140 -1.5056 -0.8200
H 2.6442 0.0643 -1.0744
```

Entry 10:
The following is a quantum chemistry calculation of a structure of composition C6H8N, from the Open Molecules 2025 dataset.

- relative energy (zero: lowest compared OMol25 entry of this formula, charge and spin) (kJ/mol) = 517.9
- orbital gap (alpha / beta) (eV) = 7.69 / 7.90
- F_max (eV/A) = 3.78
- multiplicity = 3
- HOMO energy (alpha / beta) (eV) = -13.40 / -16.12
- <S²> = 2.010
- net charge = +1

The geometry in XYZ format:
```
15
C6H8N, DFT the ωB97M-V functional and the def2-TZVPD basis
C -2.5501 -0.4850 0.0634
C -2.3152 0.7455 -0.7221
C 1.1750 -0.1512 -0.5603
C 0.1767 -1.1038 -0.0125
C 1.4078 1.1213 0.3533
C -1.1386 -0.4903 0.1239
N -1.4704 0.8021 0.3571
H -3.3882 -0.6034 0.5993
H 2.1424 -0.8026 -0.7211
H 0.8570 -0.0392 -1.6325
H 0.1249 -2.1557 -0.5386
H 0.4009 -1.2594 0.9840
H 0.5341 1.6539 0.7354
H 2.0371 0.8494 1.1495
H 2.0067 1.9185 -0.1788
```